Record 1
{
  "formula": "C4H12NO",
  "method": "ωB97M-V with the def2-TZVPD basis set",
  "species": ["C", "C", "C", "C", "N", "H", "H", "H", "H", "H", "H", "H", "H", "H", "H", "H", "H", "O"],
  "coordinates": [[-0.489553, 0.062370, 2.887390], [0.179168, -0.844413, 1.695393], [0.165587, -0.139736, 0.287941], [1.226471, -0.257849, -0.534718], [1.023324, -0.257014, -1.975308], [0.013780, 0.996119, 3.205689], [-1.453525, 0.516666, 2.424945], [-0.820793, -0.665258, 3.626361], [1.196015, -1.170064, 1.743201], [-0.501162, -1.745458, 1.737524], [-0.575552, 0.492539, -0.063618], [2.314591, -0.142612, -0.259558], [1.502064, 0.550581, -2.508133], [-0.028817, 0.054034, -2.145456], [1.308903, -1.049013, -2.516731], [-1.958276, 1.545572, -1.944404], [-1.840879, 0.761525, -3.146867], [-1.261346, 1.292012, -2.513651]],
  "atomic_forces_ev_per_a": [[-0.9, 0.2, -2.7], [-1.9, 2.6, 0.0], [2.2, -2.1, 1.5], [1.5, 0.0, 1.0], [-1.7, 4.8, -1.9], [0.3, -1.1, 0.2], [1.3, -1.0, 0.6], [0.3, 0.6, 0.5], [0.6, -0.3, 1.0], [0.8, 0.8, -0.9], [-2.5, 0.1, -0.7], [-1.3, -1.4, 0.0], [-0.4, -1.2, 1.2], [1.6, -0.8, 0.1], [-0.1, -1.2, 0.2], [-1.0, 1.0, 1.6], [1.4, 0.9, 0.5], [-0.5, -2.1, -2.3]],
  "total_charge": 1,
  "gap_ev": 10.17,
  "homo_ev": -13.69
}



Record 2
{
  "formula": "H3N3O3",
  "method": "ωB97M-V with the def2-TZVPD basis set",
  "species": ["N", "N", "N", "O", "O", "O", "H", "H", "H"],
  "coordinates": [[-0.507065, -0.563236, -1.275175], [0.335382, 0.012359, -0.158029], [0.194105, -0.550008, 1.083205], [-0.093495, -1.705815, 1.143100], [0.497189, 0.191388, 1.995494], [0.404652, 1.398940, -0.170639], [-0.023026, -0.320624, -2.133540], [-1.417411, -0.101423, -1.246984], [0.609670, 1.638420, 0.762568]],
  "atomic_forces_ev_per_a": [[1.2, 1.0, 2.7], [-0.7, -1.0, -3.7], [-0.2, 0.1, -0.3], [-0.3, -0.7, 0.1], [0.1, 0.5, 0.8], [-0.4, 0.2, 0.4], [0.1, 0.1, 0.3], [0.3, 0.1, 0.0], [-0.1, -0.3, -0.3]],
  "gap_ev": 10.58,
  "smiles": "NN(O)[N+](=O)[O-]",
  "homo_ev": -10.24
}



Record 3
{
  "formula": "C37H40BN6PS6Y",
  "method": "ωB97M-V with the def2-TZVPD basis set",
  "species": ["Y", "S", "C", "C", "C", "C", "C", "C", "S", "C", "C", "C", "C", "C", "C", "C", "S", "C", "C", "C", "C", "C", "C", "S", "N", "H", "H", "H", "H", "H", "H", "H", "H", "H", "H", "H", "H", "H", "H", "H", "C", "N", "C", "C", "N", "B", "N", "C", "C", "N", "C", "C", "S", "C", "S", "H", "H", "H", "H", "H", "H", "H", "H", "H", "H", "H", "H", "C", "P", "C", "C", "H", "H", "H", "H", "H", "H", "H", "H", "H", "N", "C", "C", "C", "C", "C", "C", "C", "H", "H", "H", "H"],
  "coordinates": [[0.360482, -0.447129, -0.238060], [2.617685, -1.066394, 3.877277], [1.860964, -2.587134, 4.152355], [2.402001, -3.459643, 5.132636], [1.854341, -4.688376, 5.430214], [0.715891, -5.140021, 4.762495], [0.157535, -4.325459, 3.799412], [0.706451, -3.075678, 3.492910], [-0.179736, -2.225879, 2.200111], [-0.984681, -0.840617, 3.044417], [-0.196987, 0.445528, 3.050565], [-0.367791, 1.331066, 4.103971], [0.454000, 2.438435, 4.188474], [1.492560, 2.553110, 3.284105], [1.614235, 1.611174, 2.272446], [2.930315, 1.523905, 1.549683], [2.876591, 0.900480, -0.153812], [4.120210, -0.368210, -0.142145], [5.448145, 0.037866, -0.014730], [6.474953, -0.886674, -0.003391], [6.159850, -2.234254, -0.146534], [4.847880, -2.637259, -0.295682], [3.781171, -1.721473, -0.295042], [2.166134, -2.354234, -0.478464], [0.697142, 0.657002, 2.076491], [3.286765, -3.116013, 5.651683], [2.318630, -5.306720, 6.190625], [0.280924, -6.106089, 4.984435], [-0.720833, -4.648558, 3.254002], [-1.201730, -1.134253, 4.071030], [-1.940345, -0.714166, 2.534063], [-1.111374, 1.122130, 4.861953], [0.337664, 3.155589, 4.991209], [2.236931, 3.332043, 3.379367], [3.507715, 0.788121, 2.120389], [3.441376, 2.484964, 1.575677], [5.665466, 1.096012, 0.083005], [7.501683, -0.564205, 0.112569], [6.947820, -2.977924, -0.139381], [4.609624, -3.687530, -0.401111], [3.946478, 1.560329, -3.547108], [2.613934, 2.114182, -3.687719], [2.313353, 3.394515, -4.114006], [0.967980, 3.475084, -4.167444], [0.446068, 2.256138, -3.786566], [-1.047688, 1.893732, -3.825574], [-1.724706, 1.820196, -2.369550], [-2.929004, 1.201420, -2.370805], [-3.731936, 0.893007, -1.161411], [-2.305710, 3.419545, -0.763012], [-2.027404, 4.107969, 0.482469], [-1.348578, 2.628600, -1.334067], [0.213738, 2.518545, -0.664321], [1.462891, 1.432374, -3.474435], [1.407149, -0.183102, -2.935110], [4.657411, 2.284699, -3.939687], [4.021669, 0.628952, -4.104895], [4.172099, 1.353392, -2.503137], [3.079804, 4.112884, -4.342905], [0.326813, 4.287242, -4.457302], [-1.612846, 2.800249, -4.410531], [-1.210578, 0.823998, -4.351837], [-3.173741, 0.703053, -3.298707], [-4.314341, 1.772508, -0.837031], [-2.977780, 4.428469, 0.912442], [-1.390753, 4.985427, 0.326230], [-1.519931, 3.438329, 1.173629], [-4.715299, -0.236689, -1.484734], [-2.661331, 0.555444, 0.333262], [-4.013309, 0.365354, 1.578888], [-3.273105, 4.098622, -1.615904], [-5.366282, 0.070172, -2.307177], [-5.345296, -0.479018, -0.629000], [-4.178218, -1.135564, -1.786140], [-4.848722, 1.022817, 1.329698], [-3.655895, 0.628802, 2.575252], [-4.386716, -0.662099, 1.606624], [-4.226480, 4.189992, -1.091677], [-3.429122, 3.545309, -2.537368], [-2.918350, 5.104094, -1.865511], [-4.975498, -5.394758, -3.342940], [-4.208059, -4.659896, -2.899944], [-3.252355, -3.739636, -2.352556], [-3.159077, -3.550494, -0.975560], [-2.243390, -2.640007, -0.470839], [-1.358846, -1.884512, -1.271875], [-1.494210, -2.117607, -2.653083], [-2.409506, -3.011774, -3.191524], [-3.807034, -4.113738, -0.313670], [-2.222094, -2.539119, 0.609687], [-0.860411, -1.577180, -3.346896], [-2.475444, -3.153781, -4.263841]],
  "atomic_forces_ev_per_a": [[0.2, 0.5, -0.1], [0.0, 0.1, 0.0], [0.0, -0.1, 0.0], [-0.1, -0.1, 0.0], [0.0, 0.1, 0.0], [0.0, -0.1, 0.0], [0.0, 0.0, 0.0], [0.1, 0.0, -0.1], [0.0, 0.1, 0.2], [0.0, 0.0, 0.0], [0.0, 0.0, 0.0], [0.0, 0.1, 0.0], [0.0, 0.0, 0.0], [0.0, 0.0, 0.0], [0.0, 0.0, 0.0], [0.0, 0.0, 0.0], [0.0, 0.0, 0.0], [0.0, 0.0, 0.0], [0.0, 0.0, 0.0], [0.0, 0.1, 0.0], [-0.1, 0.0, 0.0], [0.1, 0.0, 0.0], [0.0, 0.1, 0.0], [0.1, -0.3, 0.1], [0.0, -0.1, 0.0], [0.0, 0.0, 0.0], [0.0, 0.0, 0.0], [0.0, 0.0, 0.0], [0.0, 0.0, 0.0], [0.0, 0.0, 0.0], [0.0, 0.0, 0.0], [0.0, 0.0, 0.0], [0.0, 0.0, 0.0], [0.0, 0.0, 0.0], [0.0, 0.0, 0.0], [0.0, 0.0, 0.0], [0.0, 0.0, 0.0], [0.0, 0.0, 0.0], [0.0, 0.0, 0.0], [0.0, 0.0, 0.0], [0.0, 0.0, 0.0], [0.0, 0.1, 0.0], [0.0, 0.0, 0.0], [0.0, -0.1, 0.0], [0.0, 0.1, 0.0], [0.0, 0.0, 0.0], [0.0, 0.0, 0.0], [0.0, 0.0, -0.1], [0.0, 0.0, 0.0], [0.0, 0.1, -0.1], [0.0, 0.0, 0.0], [0.1, -0.1, 0.1], [-0.2, 0.0, -0.1], [0.0, 0.1, -0.1], [0.0, -0.1, 0.0], [0.0, 0.0, 0.0], [0.0, 0.0, 0.0], [0.0, 0.0, 0.0], [0.0, 0.0, 0.0], [0.0, 0.0, 0.0], [0.0, 0.0, 0.0], [0.0, 0.0, 0.0], [0.0, 0.0, 0.0], [0.0, 0.0, 0.0], [0.0, 0.0, 0.0], [0.0, 0.0, 0.0], [0.0, 0.0, 0.0], [0.0, 0.0, 0.0], [-0.3, -0.1, 0.1], [0.0, 0.0, 0.0], [0.0, 0.0, 0.1], [0.0, 0.0, 0.0], [0.0, 0.0, 0.0], [0.0, 0.0, 0.0], [0.0, 0.0, 0.0], [0.0, 0.0, 0.0], [0.0, 0.0, 0.0], [0.0, 0.0, 0.0], [0.0, 0.0, 0.0], [0.0, 0.0, 0.0], [0.0, 0.0, 0.0], [0.0, 0.0, 0.0], [0.1, 0.1, 0.0], [-0.1, 0.0, 0.0], [0.0, 0.0, -0.1], [-0.3, -0.3, 0.1], [0.0, 0.1, 0.0], [-0.1, 0.0, 0.0], [0.0, 0.0, 0.0], [0.0, 0.0, 0.0], [0.0, 0.0, 0.0], [0.0, 0.0, 0.0]],
  "total_charge": -1,
  "gap_ev": [5.91, 5.17],
  "homo_ev": [-3.96, -3.95]
}



Record 4
{
  "formula": "C2H10N",
  "method": "ωB97M-V with the def2-TZVPD basis set",
  "species": ["N", "H", "H", "H", "H", "C", "C", "H", "H", "H", "H", "H", "H"],
  "coordinates": [[-2.605422, 1.326999, -1.435700], [-2.408316, 1.855353, -2.285773], [-3.306836, 0.591681, -1.574317], [-1.723654, 1.050458, -1.016183], [-3.136963, 1.910375, -0.775410], [1.513166, -1.534062, 0.990479], [1.824489, -0.132120, 0.774447], [0.447344, -1.802756, 1.355906], [2.251518, -1.949330, 1.672075], [1.364063, -2.193882, 0.081696], [1.311726, 0.606761, 1.457181], [2.903661, -0.035298, 0.961147], [1.565218, 0.305816, -0.205544]],
  "atomic_forces_ev_per_a": [[-1.2, 0.6, 0.6], [-0.3, 0.0, -0.3], [0.7, -0.6, -0.6], [-0.1, -0.4, 0.1], [0.5, 0.6, 0.0], [1.2, 0.8, 0.8], [0.5, -0.8, -1.0], [-0.1, -0.1, -0.5], [-0.3, -0.5, 0.0], [-0.5, -0.1, -0.1], [0.2, 0.1, 0.3], [-0.1, 0.6, 0.5], [-0.5, -0.2, 0.1]],
  "total_charge": 2,
  "gap_ev": [14.22, 7.44],
  "s2": 0.75,
  "homo_ev": [-22.09, -21.90],
  "multiplicity": 2
}



Record 5
{
  "formula": "C5H10O",
  "method": "ωB97M-V with the def2-TZVPD basis set",
  "species": ["C", "O", "C", "C", "C", "C", "H", "H", "H", "H", "H", "H", "H", "H", "H", "H"],
  "coordinates": [[2.662739, -0.117962, 0.078282], [1.453267, 0.317010, -0.483405], [0.360272, -0.076787, 0.309082], [-0.887807, 0.620539, -0.153320], [-2.208140, 0.144724, 0.377373], [-1.871711, -0.037751, -1.075940], [2.724342, 0.175436, 1.139884], [2.768640, -1.213699, 0.020243], [3.479187, 0.355414, -0.471287], [0.229794, -1.174040, 0.280609], [0.571391, 0.189713, 1.359092], [-0.760249, 1.694159, -0.270334], [-2.949360, 0.886750, 0.659306], [-2.198943, -0.740492, 1.009859], [-1.659622, -1.045391, -1.425672], [-2.383630, 0.588456, -1.801967]],
  "atomic_forces_ev_per_a": [[0.3, -0.1, 0.1], [0.0, 0.0, -0.1], [-0.3, -0.1, 0.2], [0.1, 0.1, 0.0], [-0.1, 0.0, 0.2], [0.0, -0.1, -0.2], [0.1, 0.0, -0.2], [0.0, 0.2, 0.0], [-0.1, -0.1, 0.1], [0.0, 0.1, 0.0], [-0.1, 0.0, -0.1], [0.0, -0.1, 0.0], [0.1, -0.1, -0.1], [0.0, 0.1, -0.1], [0.0, 0.2, 0.1], [0.1, -0.1, 0.1]],
  "gap_ev": 10.96,
  "smiles": "COCC1CC1",
  "homo_ev": -9.78
}



Record 6
{
  "formula": "C3H6NP",
  "method": "ωB97M-V with the def2-TZVPD basis set",
  "species": ["C", "C", "C", "N", "P", "H", "H", "H", "H", "H", "H"],
  "coordinates": [[-2.107867, -0.042463, -0.000665], [0.026827, 1.098067, -0.616838], [-0.654474, -0.062689, 0.213328], [-3.267727, -0.018765, -0.043081], [-0.012603, -1.778643, -0.240096], [0.103817, 0.642798, -1.543267], [-0.584413, 1.934279, -0.746343], [1.096343, 1.414518, -0.388472], [-0.667014, -0.079482, 1.262978], [-0.993829, -2.258957, 0.745522], [1.231013, -1.480218, 0.304801]],
  "atomic_forces_ev_per_a": [[-1.4, 0.1, -0.3], [1.6, -1.3, 1.9], [-0.3, 0.6, -1.8], [1.4, -0.1, -0.1], [-1.8, 0.4, -0.7], [0.2, -0.6, -2.2], [-1.0, 1.4, 0.2], [-1.5, -0.6, 0.4], [0.9, 0.8, 1.6], [1.6, -0.3, -0.1], [0.3, -0.5, 1.1]],
  "gap_ev": 10.52,
  "smiles": "C[C@H](P)C#N",
  "homo_ev": -9.97
}



> Which formula does entry 3 have?

C37H40BN6PS6Y